26
Properties=species:S:1:pos:R:3:forces:R:3 method="wB97M-V/def2-TZVPD" charge=+1 gap_ev="6.7687 / 7.5694"
C -3.252475 0.538652 1.556929 0.15 -0.10 -0.06
C -2.223351 -0.230470 2.094652 -0.06 0.12 0.08
C -3.260534 0.854529 0.200749 0.00 0.06 -0.05
C -1.217203 -0.693134 1.282227 -0.03 0.07 -0.26
C -2.260013 0.404235 -0.627669 0.17 -0.18 -0.05
C -1.222850 -0.412310 -0.109555 -0.70 0.27 0.56
C 1.718624 0.122156 -0.381777 -1.79 -0.78 -0.82
C 2.819128 0.073157 -1.336869 0.42 0.09 0.04
C -0.304512 -1.057588 -2.244264 -0.19 0.01 -0.87
C 2.903522 0.706788 1.607088 0.88 0.09 0.66
N -0.282589 -1.034120 -0.832900 1.92 0.38 0.95
O 1.729939 0.384177 0.824832 -0.36 0.03 0.03
H -4.055144 0.885111 2.185953 -0.10 0.06 0.13
H -2.225219 -0.470743 3.146220 0.00 -0.03 0.10
H -4.061392 1.456016 -0.201216 -0.06 0.04 -0.05
H -0.421590 -1.310841 1.666787 0.06 -0.12 0.04
H -2.284184 0.648208 -1.678176 -0.01 0.01 -0.10
H 3.429796 0.979930 -1.280117 0.01 0.00 0.04
H 3.460276 -0.777861 -1.087539 0.06 -0.07 0.04
H 2.460353 -0.050849 -2.355441 -0.09 0.00 0.07
H -0.513135 -0.103862 -2.741081 0.05 -0.04 0.03
H -1.095235 -1.760818 -2.534163 0.03 0.03 -0.05
H 0.633563 -1.479625 -2.601760 -0.07 0.06 -0.11
H 3.189584 -0.195214 2.148607 -0.09 0.05 -0.11
H 2.608420 1.476628 2.316101 -0.08 -0.05 -0.16
H 3.726221 1.047850 0.982381 -0.13 0.00 -0.08


25
Properties=species:S:1:pos:R:3:forces:R:3 method="wB97M-V/def2-TZVPD" charge=0 gap_ev=9.7985 smiles=CC1(C)CCO1.C#CC#CC
C -1.716594 -1.742335 -0.606271 -0.09 -0.10 -0.01
C -1.405104 -0.441544 0.106251 -0.32 -0.02 0.14
C -1.034110 -0.654010 1.559564 -0.15 0.13 0.28
C -2.398888 0.711696 -0.160306 -0.19 0.00 0.09
C -1.218097 1.379768 -0.871657 -0.61 -0.29 -0.40
O -0.350798 0.270068 -0.586900 -0.09 0.18 -0.19
H -2.564865 -2.252117 -0.134431 0.11 0.09 -0.05
H -0.849690 -2.407250 -0.563168 -0.04 0.04 -0.02
H -1.961487 -1.561567 -1.657858 0.05 0.01 0.14
H -1.858991 -1.130711 2.115788 0.25 0.15 -0.22
H -0.157568 -1.298156 1.615618 0.07 -0.05 0.06
H -0.787772 0.302143 2.047942 -0.09 -0.29 -0.20
H -3.244023 0.453254 -0.804208 0.10 0.01 0.15
H -2.757613 1.233398 0.738564 0.10 -0.19 -0.29
H -0.873557 2.299936 -0.414697 -0.19 -0.15 -0.12
H -1.336964 1.535214 -1.952400 0.04 -0.03 0.17
C 0.888003 2.965015 0.263513 1.43 -0.96 0.11
C 1.576555 1.991118 0.146426 0.96 -0.92 -0.02
C 2.382837 0.850608 0.006229 -0.74 1.20 0.16
C 3.071023 -0.121681 -0.113383 0.32 -0.33 0.01
C 3.910754 -1.304552 -0.254794 -0.14 -0.45 0.07
H 0.293461 3.787390 0.400277 -0.86 1.47 0.21
H 3.365870 -2.212598 0.081143 0.33 0.52 -0.22
H 4.202900 -1.442075 -1.302631 -0.08 -0.01 0.20
H 4.824716 -1.211005 0.341401 -0.16 -0.01 -0.07


26
Properties=species:S:1:pos:R:3:forces:R:3 method="wB97M-V/def2-TZVPD" charge=0 gap_ev=10.3029 smiles="O=CC[C@H]1C(=O)C[C@@H]2CCC[C@H]21"
O -1.009101 2.694309 -0.803426 0.61 1.37 -0.80
C -1.870024 2.252689 -0.103445 0.51 -1.39 -0.26
C -2.203025 0.788409 -0.335009 -0.65 0.54 -0.20
C -1.377518 -0.024828 0.611265 -0.02 -1.30 1.11
C -1.556066 -1.480889 0.118074 -3.06 -0.91 -0.08
O -2.648830 -2.027852 0.067623 1.34 0.56 0.16
C -0.270054 -2.068423 -0.377468 0.09 0.07 -0.84
C 0.552451 -0.810908 -0.512480 0.72 -1.06 -1.70
C 2.048978 -0.791988 -0.568847 1.41 -1.22 -0.35
C 2.502478 0.540962 0.053427 -4.28 1.37 -3.06
C 1.145817 1.079885 0.830620 1.39 1.71 0.08
C 0.120476 -0.041621 0.643596 2.26 0.35 3.19
H -2.166740 2.831997 0.776614 -0.71 -0.11 0.24
H -1.763650 0.499832 -1.293893 -0.80 0.62 -0.47
H -3.280691 0.494883 -0.230273 1.01 0.25 -0.17
H -1.729971 0.107553 1.612091 -0.56 -0.21 0.73
H 0.012877 -2.749521 0.416982 0.66 -0.25 0.07
H -0.334047 -2.575790 -1.342028 -0.49 -0.36 0.36
H 0.241191 -0.364558 -1.456640 -0.40 0.47 -0.05
H 2.456002 -0.896150 -1.604110 -0.47 0.04 0.66
H 2.481543 -1.663425 -0.035409 -0.26 0.41 0.07
H 3.338055 0.375609 0.588471 2.69 -0.06 2.24
H 2.757362 1.213875 -0.851126 -0.40 -0.60 1.77
H 0.806837 2.009206 0.295227 0.54 -0.85 0.73
H 1.365316 1.357680 1.939368 -0.47 -0.53 -1.93
H 0.380342 -0.750947 1.560792 -0.67 1.07 -1.50


26
Properties=species:S:1:pos:R:3:forces:R:3 method="wB97M-V/def2-TZVPD" charge=0 gap_ev=9.1893 smiles=C[C@@H](O)CCc1ccc(O)cc1
C -2.263914 2.886639 -0.568199 0.50 -0.07 -0.04
C -0.925404 2.281912 -0.978881 -0.44 -0.14 -0.60
O 0.015233 2.606535 0.025100 0.25 0.07 0.30
C -1.015580 0.762847 -1.199280 0.02 0.35 0.15
C -1.195768 -0.021033 0.118956 0.05 0.03 -0.17
C -0.015714 -0.911620 0.389574 -0.15 0.05 0.14
C 1.019776 -0.491344 1.212379 -0.08 -0.07 -0.07
C 2.127901 -1.290991 1.427777 0.17 -0.17 -0.02
C 2.217748 -2.535028 0.817406 -0.20 0.26 0.01
O 3.288924 -3.357480 0.998727 0.16 -0.14 0.03
C 1.185176 -2.966922 -0.009049 0.30 -0.11 0.09
C 0.085735 -2.159171 -0.216563 0.09 0.10 0.11
H -2.640195 2.404050 0.329042 -0.09 -0.05 0.13
H -2.131171 3.944328 -0.358447 -0.05 0.12 0.02
H -2.988704 2.769161 -1.368730 -0.09 -0.01 -0.07
H -0.612357 2.746198 -1.931498 -0.09 -0.09 0.17
H 0.833246 2.131409 -0.157439 0.01 0.04 -0.01
H -0.099200 0.426165 -1.692937 -0.06 0.00 -0.05
H -1.842589 0.567269 -1.882005 0.01 0.00 -0.11
H -1.300001 0.687978 0.941039 -0.09 -0.07 0.02
H -2.103334 -0.623716 0.070001 -0.02 0.02 0.07
H 0.958817 0.472403 1.697623 -0.04 0.10 0.07
H 2.926385 -0.949593 2.074380 0.06 0.02 0.06
H 3.921462 -2.940527 1.595912 -0.11 -0.03 -0.08
H 1.264799 -3.936157 -0.475163 0.00 -0.13 -0.06
H -0.711274 -2.503313 -0.859724 -0.10 -0.05 -0.07


28
Properties=species:S:1:pos:R:3:forces:R:3 method="wB97M-V/def2-TZVPD" charge=0 gap_ev="7.6980 / 7.7336"
C 1.884905 -0.679699 -1.568668 0.21 0.13 -0.49
C 1.109849 -1.768650 -1.849259 -1.55 0.90 2.97
C 0.189963 1.886888 0.840401 0.06 -0.43 -0.40
C -0.944111 1.842968 1.494086 -0.04 -2.12 -3.34
C 0.354994 1.173842 -0.471559 -0.01 -1.73 0.70
C 1.572517 0.122667 -0.325636 0.62 -0.64 -0.72
C 0.145864 -1.942230 -0.756297 0.77 2.33 -0.80
C -0.836964 0.380271 -0.719390 -2.01 -1.92 -1.88
C -3.069470 1.937260 -0.320534 -2.45 -1.60 -1.16
C 2.139185 -2.242460 1.362336 -0.62 1.37 1.12
O -2.916948 -0.305077 1.161819 -0.67 -1.22 0.96
O -0.089704 -0.713094 1.780773 -0.21 -0.33 0.83
P -2.066671 0.737118 0.618673 0.17 1.73 -2.01
P 0.795009 -1.171895 0.704163 0.88 -1.07 -0.36
H 2.645633 -0.424328 -2.283530 0.38 0.52 0.04
H 1.067938 -2.426666 -2.689773 0.42 0.06 -0.58
H 1.079342 2.182719 1.299969 1.32 1.21 0.56
H -1.093322 2.198009 2.407071 -0.57 1.49 3.80
H 0.732789 1.824028 -1.199529 0.09 1.05 -1.43
H 2.382548 0.738949 0.054362 0.47 -0.44 0.05
H -0.804908 -2.353582 -0.852300 -1.24 -1.25 0.06
H -1.277491 0.023079 -1.752708 1.20 1.23 2.13
H -3.592138 1.273495 -1.142627 1.44 1.42 0.94
H -4.008963 2.322374 0.141649 1.02 -0.12 0.44
H -2.457445 2.753485 -0.672611 -0.01 0.15 -0.53
H 3.060386 -2.292525 0.788566 0.14 0.54 0.25
H 2.146465 -1.831855 2.410877 0.99 -0.15 -0.97
H 1.850751 -3.245089 1.539676 -0.80 -1.11 -0.20


27
Properties=species:S:1:pos:R:3:forces:R:3 method="wB97M-V/def2-TZVPD" charge=0 gap_ev="6.5233 / 6.5243"
C 0.518787 -1.129604 -1.661857 -0.55 0.77 0.69
C -0.276229 -0.049432 -1.714337 -0.02 0.87 -0.72
C 1.509397 0.887852 0.140626 0.87 0.27 0.00
C 0.776088 -1.495514 -0.229223 -0.49 0.54 1.40
C 1.936794 -0.588401 0.364447 -2.36 0.76 -1.12
C 0.059195 1.238903 0.491766 -0.63 1.33 0.97
C -0.637586 0.189260 -0.268904 -2.75 -1.66 0.22
C 3.246856 -0.933123 -0.204919 -0.80 -1.12 1.15
C -0.430729 2.684330 0.205986 1.19 -1.68 -1.32
C -4.211075 -0.992798 1.227471 0.27 0.55 0.37
O 2.275297 1.729805 -0.252251 0.04 -0.12 -0.02
O -0.476593 -1.018780 0.423193 1.44 0.15 -1.27
Se -3.519350 0.265369 -0.092426 1.20 0.85 -1.00
H 1.004212 -1.657083 -2.421052 0.66 -0.34 -1.33
H -0.449504 0.683085 -2.608078 0.07 -1.75 1.96
H 0.959244 -2.546274 0.013607 -0.30 0.15 -0.12
H 1.963142 -0.638360 1.408410 -0.31 -0.61 1.90
H -0.072301 0.960604 1.566997 0.02 0.43 -0.71
H 3.953964 -0.228209 0.111287 1.38 0.67 0.10
H 3.048466 -0.947651 -1.207376 0.51 0.38 -3.04
H 3.451867 -1.966720 0.040186 0.59 -0.14 0.42
H -0.423402 2.912918 -0.857694 0.30 -0.12 -0.20
H 0.093713 3.454112 0.691755 0.94 0.73 0.79
H -1.433458 2.725015 0.469093 -1.95 0.02 0.76
H -3.274083 -1.043326 1.808362 -0.89 -0.70 0.48
H -5.089633 -0.563443 1.797101 1.29 -0.30 -0.57
H -4.503078 -1.932525 0.757832 0.26 0.08 0.19